58
Properties=species:S:1:pos:R:3:forces:R:3 method="wB97M-V/def2-TZVPD" lumo_energy_ev=-0.784 e_tot_ev=-197828.477 e_above_lowest_ev=0.278
C 3.1120 2.7908 0.6395 0.5 0.4 -0.4
C 2.1842 3.3695 -0.3854 0.1 0.2 0.0
I 2.9874 5.1341 -1.2231 -0.1 -0.2 0.1
C 1.0262 2.8255 -0.7662 0.0 0.3 0.0
I -0.0118 3.7287 -2.3802 0.0 -0.1 0.0
C 0.4411 1.5346 -0.1685 -0.9 -0.2 -1.3
I 0.1934 1.6488 1.9758 0.2 0.2 0.0
C -0.9576 1.2030 -0.7717 -0.2 -0.6 0.3
C -1.9692 0.4413 0.0443 -0.5 -0.1 0.3
C -2.0143 -0.9456 0.1340 -0.1 -0.3 0.0
C -2.9882 -1.5972 0.8869 0.1 0.7 -0.1
C -3.9769 -0.8781 1.5684 0.4 -0.3 -0.4
C -4.9981 -1.6190 2.3875 0.5 0.5 0.2
C -3.9650 0.5092 1.4394 0.1 -0.1 -0.1
C -2.9814 1.1545 0.6956 0.0 -0.3 0.0
O 1.3503 0.4823 -0.6491 1.0 0.3 1.2
C 1.7063 -0.5689 0.1572 0.7 0.0 -0.3
O 0.9267 -1.3291 0.6040 -1.2 -0.6 0.8
C 3.2024 -0.8310 0.3552 -0.2 -0.1 -0.3
Br 3.6564 -0.2812 2.1637 0.0 0.2 0.0
C 3.4878 -2.3225 0.2254 0.2 -0.2 -0.4
C 3.0066 -2.9490 -1.0682 -0.1 -0.2 0.1
Br 5.4258 -2.5806 0.3244 0.0 -0.1 0.1
H 4.0200 3.3805 0.6780 0.1 0.1 0.0
H 3.4193 1.8058 0.3123 -0.1 -0.3 0.2
H 2.7087 2.7900 1.6414 -0.2 -0.3 0.1
H -1.4616 2.1087 -1.0641 0.0 0.3 0.1
H -0.7653 0.6502 -1.6886 0.2 0.0 -0.2
H -1.2813 -1.5472 -0.3822 0.1 0.0 -0.1
H -2.9707 -2.6724 0.9536 0.0 -0.2 0.0
H -4.5121 -2.4761 2.8339 -0.1 -0.3 0.0
H -5.8543 -1.9221 1.7953 -0.2 -0.1 0.0
H -5.3086 -0.9981 3.2232 -0.3 0.1 0.0
H -4.7406 1.0792 1.9312 0.0 0.2 0.0
H -2.9961 2.2329 0.6209 0.0 0.1 0.0
H 3.7979 -0.2746 -0.3577 0.2 0.2 0.1
H 3.0622 -2.8562 1.0633 0.0 0.0 0.2
H 3.1518 -4.0233 -1.0143 0.1 -0.1 0.1
H 1.9396 -2.7856 -1.1920 -0.1 0.1 -0.2
H 3.5587 -2.6004 -1.9296 0.0 0.3 -0.2
O -6.2182 -0.5564 -1.1900 0.0 0.0 0.0
H -5.3748 -0.4599 -0.7323 0.1 0.0 0.0
H -6.8411 -0.7825 -0.4932 0.0 0.0 0.0
O -2.3686 -2.8651 3.8902 0.1 -0.1 0.1
H -1.9009 -3.6811 3.6858 0.0 0.0 0.0
H -1.6974 -2.2967 4.2819 0.0 0.0 0.0
O 2.8144 -0.4153 -3.0089 0.1 0.0 0.0
H 2.4977 -0.0831 -2.1577 -0.2 0.2 -0.3
H 3.1201 0.3678 -3.4793 0.0 0.0 0.0
O 1.5921 5.4963 -5.6217 0.0 0.0 0.0
H 0.9696 6.2144 -5.7710 0.0 0.0 0.0
H 1.4076 5.1956 -4.7257 0.1 0.0 0.0
O 0.6917 -2.2989 -4.2592 0.0 0.0 0.1
H 1.1633 -3.0807 -4.5603 0.0 0.0 0.0
H 1.3840 -1.6965 -3.9602 0.1 0.1 0.1
O 1.2197 0.2045 5.1499 -0.1 0.0 0.0
H 0.8434 0.1339 4.2658 0.1 -0.1 0.0
H 2.0853 -0.2080 5.0727 0.0 0.0 0.0


62
Properties=species:S:1:pos:R:3:forces:R:3 method="wB97M-V/def2-TZVPD" lumo_energy_ev=-0.411 e_tot_ev=-54526.979 e_above_lowest_ev=0.000
C 1.6591 -4.7166 1.9888 1.2 -0.3 0.0
C 2.9925 -5.0138 1.6928 -0.7 0.3 -0.2
C 3.6656 -4.1762 0.6299 1.0 1.4 1.7
C 3.7238 -2.7167 1.0842 -0.2 0.7 -0.4
C 4.7144 -2.3391 1.9424 0.3 -0.6 0.1
C 4.8589 -0.9998 2.3693 -0.2 0.8 0.2
N 5.7774 -0.4784 3.1930 0.2 -0.3 0.2
S 5.4758 1.0839 3.3222 -0.2 0.2 -0.3
N 4.1867 1.2415 2.3462 0.6 -0.2 0.5
C 3.9537 0.0071 1.9076 -0.6 -0.9 -0.7
C 2.9085 -0.4156 1.0424 -0.2 0.5 -0.3
C 2.7739 -1.7108 0.6396 0.1 -0.4 0.1
C 1.6100 -2.0489 -0.2786 -0.2 0.5 0.3
C 0.2523 -1.5736 0.3141 -0.4 -0.1 0.4
C -0.6738 -2.7072 0.6989 -0.4 0.1 0.0
N -0.9265 -2.8716 2.0923 0.4 0.1 0.0
O -1.1978 -3.4219 -0.1205 0.4 -0.5 -0.2
H 1.4819 -3.8168 2.5727 -0.5 1.1 -1.8
H 0.8609 -5.3382 1.5856 -0.2 -0.9 1.9
H 3.5704 -5.7818 2.2095 -0.6 -1.3 -1.5
H 3.1151 -4.2808 -0.3002 0.0 -0.1 0.0
H 4.6921 -4.4975 0.4397 0.0 -0.1 0.1
H 5.4134 -3.0853 2.3065 0.1 0.1 0.0
H 2.2044 0.3270 0.6784 0.0 0.0 0.1
H 1.5581 -3.1089 -0.5149 0.0 0.0 0.0
H 1.7560 -1.4952 -1.2083 0.1 -0.2 -0.1
H -0.3044 -0.9624 -0.3953 0.1 -0.1 -0.1
H 0.3818 -0.9791 1.2142 0.2 0.2 -0.2
H -1.0381 -3.8457 2.3384 -0.5 0.0 -0.1
H -1.6891 -2.2968 2.4321 0.2 0.2 0.1
C -1.5350 1.8936 -0.0403 -0.4 -0.3 -0.1
O -0.9227 1.4214 0.9126 0.2 0.1 -0.1
N -2.6135 2.7044 0.1209 -0.1 -0.1 0.2
N -1.1835 1.6591 -1.3344 0.1 0.0 0.0
H -3.1234 3.1052 -0.6432 0.1 0.1 0.0
H -2.8995 2.9073 1.0604 0.0 0.0 0.0
H -0.3912 1.0688 -1.5008 0.0 0.0 0.0
H -1.6749 2.0508 -2.1219 0.0 0.0 -0.2
C -1.8811 3.5706 -4.9810 0.1 0.3 0.0
O -2.1514 2.6556 -4.2176 0.0 -0.1 0.2
N -2.0339 4.8793 -4.6345 -0.1 -0.1 0.1
N -1.4025 3.3491 -6.2406 0.0 -0.1 0.0
H -1.8165 5.6438 -5.2440 0.0 0.0 0.0
H -2.3766 5.0750 -3.7108 0.1 0.0 0.0
H -1.2792 2.3950 -6.5229 0.0 0.0 0.0
H -1.1732 4.0815 -6.8841 0.0 0.0 0.0
C -0.1184 5.5284 0.0658 0.1 -0.1 0.0
O -1.0726 5.6196 -0.6936 0.0 0.1 0.0
N 0.3653 4.3336 0.5039 -0.1 0.1 -0.2
N 0.5427 6.6323 0.5368 0.0 0.1 0.0
H 1.1476 4.2417 1.1234 0.0 0.0 0.0
H -0.0970 3.5027 0.1797 0.2 0.1 0.2
H 0.2120 7.5284 0.2340 0.0 0.0 0.0
H 1.3262 6.5859 1.1591 0.0 0.0 0.0
C -5.1635 -2.2628 1.0122 0.1 -0.1 0.0
O -5.0779 -1.5818 2.0200 0.0 0.0 0.0
N -6.2308 -2.1770 0.1580 -0.1 0.1 0.0
N -4.2038 -3.1630 0.6549 -0.1 0.0 0.1
H -6.3210 -2.7256 -0.6751 0.0 0.0 0.0
H -6.9531 -1.5232 0.3929 0.0 0.0 0.0
H -3.4063 -3.2479 1.2554 0.1 0.0 -0.1
H -4.2484 -3.7323 -0.1680 0.1 0.0 0.0


47
Properties=species:S:1:pos:R:3:forces:R:3 method="wB97M-V/def2-TZVPD" multiplicity=7 lumo_energy_ev="-7.674 / -7.486" s_squared=12.737 e_tot_ev=-41528.996 total_charge=+2
C 1.4014 -2.0145 -1.1402 -1.4 -3.0 -0.6
H 1.5259 -3.0299 -1.5100 0.1 0.1 -0.2
H 1.2141 -1.3713 -2.0205 -0.2 -0.1 0.3
H 0.3233 -2.1485 -0.4835 2.7 -2.3 -2.9
C 2.6477 -1.6092 -0.3398 0.6 0.0 0.5
H 2.7109 -0.5021 -0.1722 0.4 -0.4 -0.3
H 2.6190 -2.0769 0.6571 0.1 0.0 -0.1
C 3.9434 -2.0299 -1.0639 -0.1 0.0 -0.1
H 4.8218 -1.7389 -0.4810 -0.2 0.0 0.0
H 3.9682 -3.1154 -1.2078 0.0 0.2 0.1
H 4.0096 -1.5502 -2.0462 0.0 -0.1 0.2
C -1.0499 1.6731 0.2259 0.5 -0.4 -0.6
C 0.2875 2.1181 -0.0093 -0.6 -0.3 -0.6
C 0.6832 1.6568 -1.3052 -0.6 -0.1 0.4
C -0.4035 0.9017 -1.8566 -0.1 0.5 0.6
C -1.4710 0.9041 -0.9022 0.7 0.7 0.0
C -2.8485 0.3900 -1.1195 -0.5 -0.3 -0.1
C -0.4962 0.4239 -3.2629 0.0 -0.2 -0.5
C 1.9479 1.9868 -2.0180 0.5 0.1 -0.2
C 1.1052 2.9219 0.9399 0.3 0.2 0.3
C -1.8903 2.0042 1.4070 -0.3 0.1 0.5
Tb 0.4845 -0.4286 0.1332 -1.1 6.1 2.2
H -1.3602 -0.2358 -3.4000 0.2 0.1 -0.1
H -0.6164 1.2728 -3.9559 0.1 -0.3 0.2
H 0.4031 -0.1220 -3.5763 -0.2 0.1 -0.1
H -2.8862 -0.3014 -1.9688 -0.1 0.1 0.2
H -3.2265 -0.1404 -0.2343 0.0 0.1 -0.2
H -3.5480 1.2153 -1.3348 0.3 -0.3 0.1
H -1.2762 2.2070 2.2935 -0.2 0.0 -0.1
H -2.5034 2.9019 1.2213 0.2 -0.3 0.1
H -2.5812 1.1872 1.6562 0.1 0.2 -0.1
H 2.1778 2.8056 0.7423 -0.2 0.1 0.1
H 0.8688 3.9944 0.8638 0.1 -0.3 0.0
H 0.9179 2.6229 1.9811 0.1 0.2 -0.2
H 2.3379 1.1243 -2.5778 0.0 0.2 0.0
H 1.7916 2.7989 -2.7468 0.0 -0.3 0.2
H 2.7249 2.3174 -1.3183 -0.1 0.0 -0.2
C -2.9190 -2.0591 2.3196 -0.5 -0.5 0.5
C -1.5498 -1.5720 2.5462 0.7 0.3 -1.2
C -1.0056 -1.4153 3.9063 -0.2 -0.3 0.7
O -0.8202 -1.2931 1.5456 -1.2 -0.6 1.8
H -3.3163 -2.4320 3.2714 -0.1 0.1 -0.4
H -2.9415 -2.8697 1.5763 0.1 0.3 0.1
H -3.5793 -1.2479 1.9668 0.3 -0.2 0.0
H -0.0155 -1.8834 4.0062 -0.2 0.2 -0.2
H -0.9133 -0.3515 4.1802 0.0 -0.2 -0.2
H -1.6976 -1.8895 4.6125 0.4 0.2 0.0


62
Properties=species:S:1:pos:R:3:forces:R:3 method="wB97M-V/def2-TZVPD" lumo_energy_ev=-3.463 e_tot_ev=-46142.545 total_charge=+1 e_above_lowest_ev=0.000
Sr 1.1401 -0.6712 0.6239 -1.2 -0.3 -0.4
O -3.6905 4.0960 -4.5947 0.0 0.1 -0.3
C -3.3767 3.5936 -3.5698 0.1 0.2 0.4
O -3.1769 2.2956 -3.3346 0.1 -0.3 0.4
B -2.8800 2.1013 -1.9141 -0.6 0.1 -0.7
O -2.9049 3.3939 -1.2919 0.1 0.1 0.2
C -3.1049 4.3410 -2.2343 0.1 -0.3 -0.1
O -3.0340 5.5086 -2.0588 -0.1 0.3 0.1
O -1.5274 1.4492 -1.7599 0.4 0.2 -0.2
C -1.6706 0.2734 -1.2707 -0.2 -0.1 0.3
O -0.7729 -0.5121 -1.0345 0.6 -0.3 0.1
C -3.1571 0.0433 -0.9206 0.3 0.1 0.0
O -3.8058 1.1169 -1.2848 0.1 0.0 0.0
O -3.5579 -0.9301 -0.3511 -0.1 -0.2 0.1
C 2.1931 2.1602 2.6577 -0.2 0.3 0.6
O 1.9409 1.6551 1.3586 0.0 0.1 -0.4
C 2.3688 2.5522 0.3277 0.4 -0.1 -0.1
C 2.0817 1.9950 -1.0587 0.9 0.4 -0.2
N 2.4761 0.5808 -1.1481 0.1 0.2 -0.3
C 2.2040 -0.0278 -2.4529 0.5 -0.6 -0.4
C 2.6726 -1.4782 -2.4470 0.1 0.5 -0.8
O 2.0723 -2.1997 -1.3933 0.2 0.1 0.4
C 2.5640 -3.5315 -1.3177 0.0 -0.4 0.2
H 1.4247 1.7840 3.3378 0.1 -0.2 -0.1
H 2.1055 3.2493 2.6840 0.1 0.0 -0.1
H 3.1815 1.8706 3.0185 0.0 0.0 -0.1
H 3.4539 2.7020 0.4235 -0.1 -0.1 0.1
H 1.9173 3.5407 0.4495 -0.2 -0.1 0.0
H 2.7270 2.6217 -1.6956 -0.3 -0.1 -0.2
H 1.0642 2.1254 -1.4302 -0.1 -0.2 0.4
H 3.4791 0.4951 -0.9898 0.0 0.2 0.0
H 2.7829 0.4323 -3.2648 -0.2 0.3 0.1
H 1.1467 0.0219 -2.7084 -0.1 0.2 0.2
H 3.7721 -1.5077 -2.3913 -0.1 -0.1 0.3
H 2.4243 -1.9148 -3.4232 -0.1 -0.1 0.2
H 2.1242 -4.0173 -0.4478 -0.1 0.2 0.0
H 3.6514 -3.5471 -1.1981 0.0 0.1 -0.1
H 2.2811 -4.1073 -2.2023 0.1 0.1 -0.1
C -0.7071 -3.4908 -0.6843 -0.2 -0.1 -0.7
O -0.0741 -2.9679 0.4786 0.1 -0.2 0.0
C -0.5089 -3.6823 1.6219 0.1 0.1 0.7
C -0.0328 -2.9309 2.8474 1.0 0.5 0.4
N -0.2302 -1.4703 2.7164 -0.2 -0.3 -0.1
C -1.6336 -1.0841 2.4983 -0.3 0.8 0.9
C -1.7594 0.4260 2.4755 -0.4 -0.1 0.3
O -0.9372 0.9843 1.4724 0.2 0.1 0.0
C -1.1010 2.4024 1.3916 -0.3 0.2 0.2
H -0.6067 -4.5801 -0.7255 0.0 0.0 0.1
H -0.2367 -3.0720 -1.5686 0.1 0.1 0.1
H -1.7635 -3.2124 -0.7043 0.0 0.0 0.1
H -0.0487 -4.6753 1.6435 -0.2 -0.1 -0.1
H -1.5955 -3.7910 1.6160 0.0 0.0 -0.1
H 1.0563 -3.0562 2.9580 -0.1 -0.2 -0.2
H -0.4152 -3.3207 3.7964 -0.5 -0.2 -0.3
H 0.0663 -1.0377 3.5870 0.0 0.0 0.0
H -2.2354 -1.3611 3.3758 -0.1 -0.4 -0.3
H -2.0796 -1.4918 1.5923 0.3 -0.2 -0.1
H -1.4975 0.8483 3.4602 0.2 0.0 -0.1
H -2.8194 0.6753 2.3330 0.1 0.0 -0.2
H -1.1249 2.8482 2.3930 0.1 -0.1 0.0
H -2.0361 2.6626 0.8943 0.0 0.0 -0.1
H -0.2692 2.8228 0.8386 0.0 -0.1 -0.1